Record 1
The following is a quantum chemistry calculation of 3 unconnected molecules or ions with the total composition C9H8N2O2 in a non-equilibrium geometry, from the OMol25 dataset.

2S+1: 3
Net charge: 0
F_max: 5.382 eV Å⁻¹
Relative energy (zero: lowest compared OMol25 entry of this formula, charge and spin): 226.7 kJ/mol

Geometry as XYZ:
```
21
Properties=species:S:1:pos:R:3:forces:R:3
C 0.0379 -2.1617 0.6805 1.4 0.9 0.2
C -0.0646 -0.9750 1.0289 0.7 0.0 -0.2
C 0.5940 -2.8721 -0.3944 0.5 -3.8 3.7
C 0.3232 -0.7579 -1.6789 0.2 1.3 0.4
C 0.5014 -2.0278 -1.4142 -0.2 -2.0 -2.4
C -1.1531 2.5680 0.7284 -1.7 1.7 1.6
C 3.5731 0.0263 -0.8847 0.8 -0.1 -0.3
C 0.6074 0.2082 0.4454 -1.9 -2.9 -1.0
C -2.5196 0.5919 0.8362 1.1 -0.3 0.9
N 0.7866 0.2343 -0.8212 -0.6 0.6 -0.4
N -1.2255 1.3485 0.8476 -1.8 -2.7 -0.2
O 3.7374 0.4971 0.1694 -0.5 -0.2 -0.5
O 3.5595 -0.4571 -1.9448 -0.3 0.3 0.7
H 1.0077 -3.9191 -0.1935 -0.9 1.5 -1.2
H -0.1200 -0.5610 -2.6196 0.4 1.2 -1.1
H -2.0597 3.1924 0.9382 0.8 0.1 -0.8
H -0.1643 2.9546 0.7545 0.7 1.0 -0.3
H 1.0738 0.8900 1.0271 1.5 2.0 1.8
H -2.2400 -0.5283 0.8343 -0.8 1.8 -0.1
H -3.0675 0.9129 -0.0281 -0.2 -0.3 -0.7
H -3.1879 0.8359 1.6886 0.7 -0.2 -0.1
```
Positions in Å, forces in eV/Å.

Löwdin atomic charge list, values in e, 5 entries:
1 C -0.01
2 C 0.01
3 C -0.13
4 C -0.15
5 C -0.02


Record 2
The following is a quantum chemistry calculation of 2 unconnected molecules or ions with the total composition C3H11NOS in a non-equilibrium geometry, from the OMol25 dataset.

Structure (SMILES): C[C@H](N)CS.O
Net charge: 0
F_max: 1.420 eV Å⁻¹
Relative energy (zero: lowest compared OMol25 entry of this formula, charge and spin): 60.1 kJ/mol

Geometry as XYZ:
```
17
Properties=species:S:1:pos:R:3:forces:R:3
C 0.7766 0.0627 -1.6700 -0.6 -0.2 1.0
C -0.1930 0.6768 -0.6370 0.3 0.3 -0.8
N 0.4626 1.4753 0.3976 -0.8 -0.3 1.2
C -1.1616 -0.4153 -0.2058 -0.2 -0.4 0.9
S -2.3215 -0.0165 1.1713 0.4 0.7 -0.8
H 1.6720 0.6693 -1.6903 0.2 0.0 -0.4
H 0.9890 -0.9579 -1.3391 0.5 0.0 -0.1
H 0.2960 -0.0468 -2.6367 0.1 0.3 -0.2
H -0.8024 1.4198 -1.1639 -0.1 -0.1 -0.1
H -0.2026 1.4009 1.1737 0.1 0.7 0.0
H 1.2871 1.1304 0.8778 0.3 -0.7 -0.7
H -0.6537 -1.2841 0.2115 0.2 -0.1 -0.3
H -1.7383 -0.6984 -1.0801 -0.1 -0.2 -0.1
H -2.4492 1.2277 0.6747 -0.5 0.0 0.4
O 1.1900 -1.2417 2.1446 0.0 0.0 0.0
H 1.3239 -1.3658 1.1982 0.1 -0.1 0.1
H 1.5249 -2.0364 2.5734 0.0 0.0 -0.1
```
Positions in Å, forces in eV/Å.

Löwdin atomic charge list, values in e, 5 entries:
1 C -0.06
2 C -0.54
3 N 0.03
4 C -0.54
5 S 0.70


Record 3
The following is a quantum chemistry calculation of 2 unconnected molecules or ions with the total composition C4H12N3 in a non-equilibrium geometry, from the OMol25 dataset.

Net charge: +1
F_max: 4.766 eV Å⁻¹
Relative energy (zero: lowest compared OMol25 entry of this formula, charge and spin): 574.3 kJ/mol

Geometry as XYZ:
```
19
Properties=species:S:1:pos:R:3:forces:R:3
C 1.2959 0.8163 1.2206 -1.8 -2.8 0.8
C 1.3966 2.0253 0.4529 -1.5 -1.0 -0.7
C -1.9614 -1.2991 -1.7385 0.6 -1.1 3.7
C -1.2698 -0.7058 -0.5121 2.0 -3.7 -2.2
N 0.6209 0.2704 2.3052 -0.1 2.4 0.2
N 1.8704 -0.2804 1.6543 0.9 -0.5 1.2
N 0.1281 -0.3830 -0.6864 0.8 0.2 0.8
H 0.4053 2.0912 -0.1070 1.5 0.2 0.6
H 2.2873 2.0412 -0.1268 0.4 0.0 -0.8
H 1.4261 2.7681 1.1863 0.0 1.7 1.0
H -2.1141 -0.6533 -2.4784 -0.4 2.7 -3.2
H -1.4871 -2.1857 -2.0466 0.7 -1.1 -0.6
H -2.8989 -1.5785 -1.3471 -1.5 -0.5 0.1
H -1.1792 -1.5183 0.1749 -0.8 -0.3 1.1
H -1.7893 0.0605 -0.1539 -2.1 3.3 1.8
H 0.7234 0.8039 3.2352 0.4 -1.1 -1.6
H 1.6855 -1.2743 1.4634 0.3 0.8 -0.7
H 0.2943 0.2036 -1.4471 -0.1 1.8 -1.5
H 0.5660 -1.2020 -1.0487 0.6 -1.1 0.1
```
Positions in Å, forces in eV/Å.

Löwdin atomic charge list, values in e, 5 entries:
1 C -0.27
2 C 0.05
3 C -0.04
4 C -0.27
5 N 0.15


Record 4
The following is a quantum chemistry calculation of a gas-phase ion, C4H11NOP (charge +1) in a non-equilibrium geometry, from the OMol25 dataset.

Structure (SMILES): C/[NH+]=C(/P)[C@H](C)O
Net charge: +1
F_max: 3.325 eV Å⁻¹
Relative energy (zero: lowest compared OMol25 entry of this formula, charge and spin): 198.0 kJ/mol

Geometry as XYZ:
```
18
Properties=species:S:1:pos:R:3:forces:R:3
C 0.3860 2.0339 0.9599 0.7 2.9 -0.2
N 1.2038 0.8928 0.5193 1.7 1.3 -0.6
C 0.6805 -0.1816 0.0018 0.7 1.7 0.5
P 1.7374 -1.1645 -0.9445 2.1 -1.4 -1.4
C -0.6395 -0.6429 0.2566 -1.6 -2.4 1.6
C -1.2974 -1.5240 -0.8488 0.9 0.5 0.8
O -1.5552 0.1677 0.9209 -1.3 -0.4 -1.0
H -0.2123 1.8561 1.8738 0.9 0.3 -0.4
H 1.0974 2.9557 1.1949 -1.5 -2.1 -0.5
H -0.2903 2.3086 0.0924 0.7 -0.1 1.3
H 2.2295 1.1676 0.2345 -2.6 -0.9 0.9
H 0.7446 -1.7654 -1.7337 0.4 0.2 -0.2
H 2.0849 -0.0559 -1.7697 -0.1 -0.5 -0.1
H -0.4022 -1.5472 0.9193 0.2 1.0 0.1
H -1.3259 -1.1281 -1.8205 0.2 0.7 -1.3
H -0.8922 -2.5238 -0.8416 0.4 -0.1 -0.1
H -2.2770 -1.6762 -0.5676 -2.3 -0.1 0.8
H -1.2719 0.8272 1.5530 0.3 -0.6 -0.1
```
Positions in Å, forces in eV/Å.

Löwdin atomic charge list, values in e, 5 entries:
1 C -0.04
2 N 0.00
3 C -0.53
4 P 1.01
5 C -0.41


Which of these has the highest relative energy (zero: lowest compared OMol25 entry of this formula, charge and spin)?
C4H12N3


What did the fourth record say?
The following is a quantum chemistry calculation of a gas-phase ion, C4H11NOP (charge +1) in a non-equilibrium geometry, from the OMol25 dataset.

Structure (SMILES): C/[NH+]=C(/P)[C@H](C)O
Net charge: +1
F_max: 3.325 eV Å⁻¹
Relative energy (zero: lowest compared OMol25 entry of this formula, charge and spin): 198.0 kJ/mol

Geometry as XYZ:
```
18
Properties=species:S:1:pos:R:3:forces:R:3
C 0.3860 2.0339 0.9599 0.7 2.9 -0.2
N 1.2038 0.8928 0.5193 1.7 1.3 -0.6
C 0.6805 -0.1816 0.0018 0.7 1.7 0.5
P 1.7374 -1.1645 -0.9445 2.1 -1.4 -1.4
C -0.6395 -0.6429 0.2566 -1.6 -2.4 1.6
C -1.2974 -1.5240 -0.8488 0.9 0.5 0.8
O -1.5552 0.1677 0.9209 -1.3 -0.4 -1.0
H -0.2123 1.8561 1.8738 0.9 0.3 -0.4
H 1.0974 2.9557 1.1949 -1.5 -2.1 -0.5
H -0.2903 2.3086 0.0924 0.7 -0.1 1.3
H 2.2295 1.1676 0.2345 -2.6 -0.9 0.9
H 0.7446 -1.7654 -1.7337 0.4 0.2 -0.2
H 2.0849 -0.0559 -1.7697 -0.1 -0.5 -0.1
H -0.4022 -1.5472 0.9193 0.2 1.0 0.1
H -1.3259 -1.1281 -1.8205 0.2 0.7 -1.3
H -0.8922 -2.5238 -0.8416 0.4 -0.1 -0.1
H -2.2770 -1.6762 -0.5676 -2.3 -0.1 0.8
H -1.2719 0.8272 1.5530 0.3 -0.6 -0.1
```
Positions in Å, forces in eV/Å.

Löwdin atomic charge list, values in e, 5 entries:
1 C -0.04
2 N 0.00
3 C -0.53
4 P 1.01
5 C -0.41


Which value of net charge does entry 4 give?
+1